65
Properties=species:S:1:pos:R:3 method="wB97M-V/def2-TZVPD" homo_ev=-3.9 e_tot_ha=-2306.363233 lumo_ev=2.618 charge=-1
Tl -0.09 -0.25 2.62
Cl 2.31 0.46 3.68
P -0.36 -3.50 -0.42
P -0.40 2.28 1.04
N 0.92 -0.36 0.27
C 1.34 0.71 -0.47
C -1.76 -4.79 1.60
C -2.15 1.26 -0.81
C 1.09 3.71 2.84
C -0.25 -1.87 -2.70
C 3.98 -2.38 0.78
C 3.55 -3.68 0.50
C -2.36 -3.16 -2.25
C -2.39 3.75 -0.54
C -1.21 -2.35 -1.62
C 1.75 -1.49 0.30
C 3.10 -1.33 0.67
C -2.57 -2.45 1.18
C 2.59 1.61 -2.39
C 1.11 3.04 -1.21
C 2.00 2.86 -2.25
C -0.06 3.93 1.85
C -1.35 -3.37 1.19
C -2.04 2.44 0.16
C 1.29 -2.81 0.03
C 0.79 2.03 -0.31
C 0.24 5.18 1.02
C 2.23 -3.87 0.14
C 2.28 0.58 -1.54
H -3.35 3.64 -1.06
H -0.64 -3.01 1.93
H -3.30 -2.77 0.43
H -2.29 -1.42 0.98
H 5.00 -2.20 1.09
H -1.64 4.01 -1.29
H 2.23 3.67 -2.93
H -1.63 -1.49 -1.11
H -3.03 -3.57 -1.49
H 0.32 -2.71 -3.12
H -3.18 1.13 -1.15
H -2.48 4.58 0.16
H -1.95 -4.00 -2.82
H -1.51 1.43 -1.68
H -2.78 2.28 0.96
H -1.81 0.34 -0.34
H 3.30 1.43 -3.20
H 0.90 2.90 3.54
H 1.22 5.09 0.55
H -0.81 -1.40 -3.52
H -0.50 5.37 0.24
H 1.27 4.63 3.42
H 0.27 6.04 1.68
H -2.94 -2.54 -2.93
H -0.89 -5.45 1.63
H -0.98 4.10 2.42
H -2.23 -4.78 2.59
H 0.44 -1.14 -2.31
H 1.88 -4.87 -0.08
H 3.42 -0.33 0.93
H 0.66 4.02 -1.09
H 4.22 -4.52 0.58
H 2.01 3.47 2.31
H -2.48 -5.21 0.89
H 2.74 -0.39 -1.68
H -3.05 -2.48 2.16

***

86
Properties=species:S:1:pos:R:3 method="wB97M-V/def2-TZVPD" homo_ev=-10.4 e_tot_ha=-3187.924522 smiles="CCOC(=O)C(F)(F)F.CCOC(=O)C(F)(F)F.CCOC(=O)C(F)(F)F.CCOC(=O)C(F)(F)F.CCOC(=O)OC.CCOC(=O)OC" lumo_ev=0.417 charge=0
F 26.68 16.30 1.53
F 22.50 15.67 0.21
F 24.33 11.54 -7.93
F 23.38 13.25 -8.91
F 25.13 9.01 -1.27
F 26.02 17.71 2.99
F 28.14 17.43 2.70
F 23.66 17.29 1.18
F 22.18 11.80 -7.85
F 22.60 15.84 2.39
F 25.55 7.98 -3.14
F 23.97 9.48 -3.00
O 26.04 19.45 1.04
O 24.18 14.35 -6.71
O 26.60 15.72 -3.25
O 27.94 15.69 -1.37
O 27.87 18.55 0.15
O 26.58 11.02 -2.05
O 26.46 10.34 -4.19
O 20.23 16.94 1.05
O 23.48 12.45 3.09
O 21.58 18.67 1.47
O 24.72 13.55 1.75
O 23.06 12.86 -5.48
O 24.15 11.47 1.22
O 26.10 16.79 -1.34
C 23.49 13.25 -6.51
C 20.48 19.58 1.46
C 26.19 10.28 -2.90
C 24.44 16.58 -5.98
C 26.96 17.47 2.07
C 26.86 16.02 -2.10
C 28.97 14.87 -1.91
C 23.33 12.45 -7.83
C 27.45 11.27 -4.61
C 24.13 12.40 1.95
C 24.56 15.13 -5.56
C 25.31 13.73 0.47
C 27.91 19.58 -0.85
C 20.93 20.86 2.11
C 22.72 11.27 3.48
C 26.88 18.61 1.03
C 22.57 16.52 1.24
C 28.91 13.41 -1.61
C 28.83 10.65 -4.54
C 28.91 19.19 -1.90
C 21.73 11.68 4.53
C 21.30 17.40 1.26
C 25.19 9.15 -2.57
C 24.92 17.36 -1.91
H 29.90 15.27 -1.48
H 29.11 10.70 -3.49
H 20.46 21.06 3.08
H 28.84 9.65 -4.96
H 20.98 12.31 4.02
H 20.06 19.74 0.47
H 23.38 16.85 -6.12
H 25.59 14.96 -5.28
H 29.55 11.28 -5.06
H 24.42 18.05 -1.24
H 24.54 13.55 -0.28
H 22.01 20.87 2.25
H 19.65 19.12 2.00
H 25.55 14.78 0.33
H 22.12 12.35 5.29
H 29.87 12.92 -1.79
H 24.22 16.52 -2.03
H 27.15 11.68 -5.58
H 25.12 17.79 -2.89
H 28.99 20.03 -2.58
H 28.07 12.85 -2.02
H 28.80 13.27 -0.52
H 22.28 10.77 2.62
H 29.15 15.10 -2.96
H 20.61 21.72 1.52
H 24.80 17.22 -5.17
H 23.48 10.60 3.89
H 29.87 19.00 -1.42
H 23.97 14.89 -4.68
H 28.14 20.52 -0.34
H 24.88 16.73 -6.96
H 26.16 13.07 0.34
H 21.20 10.86 5.00
H 27.47 12.16 -3.98
H 28.58 18.30 -2.43
H 26.91 19.69 -1.28

***

76
Properties=species:S:1:pos:R:3 method="wB97M-V/def2-TZVPD" homo_ev=-6.1 e_tot_ha=-2738.586133 lumo_ev=-0.123 charge=0
K 16.06 12.56 -16.68
F 15.40 8.10 -14.62
F 16.33 6.91 -16.19
F 14.21 7.29 -16.25
O 14.37 14.26 -15.29
O 15.68 12.54 -19.27
O 19.72 13.00 -14.10
O 17.56 13.11 -14.48
O 16.86 9.78 -16.76
O 15.75 13.70 -21.16
O 13.91 14.80 -13.20
O 16.23 17.38 -17.28
O 14.63 10.06 -16.79
O 14.87 8.92 -10.96
O 15.53 10.77 -12.01
O 16.59 15.22 -17.68
C 13.47 9.89 -12.67
C 16.00 16.72 -19.52
C 16.62 13.83 -22.28
C 15.35 18.09 -19.39
C 15.83 18.53 -17.98
C 15.12 16.40 -14.41
C 18.61 14.75 -12.98
C 12.62 11.05 -17.53
C 14.66 9.80 -11.76
C 17.85 12.96 -21.97
C 18.53 13.57 -13.96
C 15.40 7.86 -15.94
C 20.02 14.65 -12.40
C 16.42 16.31 -18.12
C 15.14 16.79 -12.91
C 20.72 13.69 -13.39
C 14.40 15.07 -14.41
C 15.70 9.10 -16.82
C 14.01 15.91 -12.34
C 17.22 11.89 -21.07
C 13.46 9.78 -17.52
C 16.16 12.69 -20.36
C 13.61 11.27 -13.31
C 15.09 11.62 -13.07
H 21.38 13.00 -12.86
H 17.81 14.49 -12.28
H 12.84 8.99 -17.09
H 15.62 11.48 -14.01
H 15.19 12.65 -12.75
H 14.32 15.54 -11.36
H 15.02 19.04 -17.46
H 18.33 15.66 -13.51
H 13.17 11.88 -17.95
H 12.12 11.30 -16.60
H 15.74 8.72 -17.87
H 21.46 14.22 -13.99
H 11.77 10.80 -18.19
H 16.98 14.85 -22.41
H 13.47 9.03 -13.34
H 14.28 17.91 -19.41
H 18.21 12.58 -22.93
H 14.92 17.83 -12.69
H 20.05 14.22 -11.41
H 16.09 16.51 -12.48
H 16.13 16.22 -14.78
H 12.58 9.86 -12.04
H 13.08 16.47 -12.22
H 13.68 9.44 -18.54
H 15.31 15.96 -19.87
H 14.57 17.07 -15.08
H 20.55 15.60 -12.43
H 16.87 16.69 -20.18
H 16.73 11.08 -21.60
H 16.63 19.27 -18.13
H 12.98 11.99 -12.79
H 13.31 11.22 -14.35
H 17.98 11.46 -20.42
H 18.69 13.40 -21.44
H 15.69 18.80 -20.13
H 16.09 13.54 -23.19

***

86
Properties=species:S:1:pos:R:3 method="wB97M-V/def2-TZVPD" homo_ev=-10.5 e_tot_ha=-4703.113972 relative_energy_kj_mol=1316.1 lumo_ev=-7.160 charge=+1
V -5.54 3.90 2.79
V -1.01 4.63 -1.83
F -0.70 -0.78 1.79
F -2.61 0.29 2.24
F -2.24 -0.67 0.32
O -6.02 3.28 4.21
O -5.19 1.66 -3.99
O 0.06 1.43 0.09
O 3.33 -2.76 6.45
O -0.47 5.29 7.27
O -0.45 -4.17 -2.65
O -6.73 2.60 -5.23
O 0.64 -0.14 -6.20
O 0.97 1.74 -5.04
O 3.98 -2.72 4.35
O -6.15 3.46 -3.13
O 0.65 -5.92 -2.03
O -1.90 2.48 0.77
O -1.70 5.58 -2.94
O -1.46 5.33 5.18
O 0.06 5.58 -1.07
O 2.69 0.52 -5.95
O 4.22 -0.88 5.60
O 1.69 -3.84 -1.94
O -6.34 5.22 2.38
O 0.80 5.79 5.56
C 3.33 -4.01 4.46
C -1.58 0.00 1.32
C 1.45 -1.01 -6.95
C 3.85 -2.06 5.47
C -0.69 -6.37 -1.90
C 3.48 -4.14 6.01
C -1.00 -6.70 -0.34
C 0.87 5.54 7.77
C 2.31 2.20 0.94
C -6.25 1.54 -6.01
C 1.42 0.74 -5.70
C 1.40 1.02 0.43
C -0.44 5.38 5.94
C -5.33 -0.55 -4.89
C 0.75 -4.58 -2.23
C -0.96 1.44 1.11
C 2.88 -0.60 -6.79
C 3.92 -1.53 -6.25
C -1.44 -5.19 -2.49
C 2.85 6.48 6.51
C -6.06 2.60 -4.04
C 4.11 -5.21 3.86
C 1.74 5.40 6.54
C -5.12 0.99 -5.16
H 1.38 -1.95 -6.41
H 1.21 6.50 8.16
H 2.22 4.45 6.32
H 2.71 -4.77 6.46
H 3.18 1.80 1.46
H 2.30 -3.96 4.10
H 4.81 -1.53 -6.89
H -1.87 -5.47 -3.46
H 3.08 -0.15 -7.77
H -5.62 1.98 -6.78
H 1.49 0.18 1.13
H -2.24 -4.91 -1.80
H 4.49 -4.45 6.29
H 1.69 2.82 1.59
H 1.11 -1.21 -7.97
H -0.30 -6.05 0.17
H 3.56 -2.52 -5.99
H 3.47 6.39 7.40
H 2.44 2.86 0.09
H -4.79 -1.09 -5.67
H -4.22 1.27 -5.70
H 4.11 -5.44 2.80
H -6.33 -0.85 -4.57
H -0.82 -7.30 -2.46
H -7.11 0.96 -6.33
H -1.95 -6.24 -0.06
H 3.91 -6.05 4.53
H 3.41 6.09 5.66
H 4.25 -1.18 -5.27
H 2.41 7.46 6.35
H -0.59 1.71 2.11
H -0.89 -7.71 0.05
H 1.12 4.76 8.49
H 1.83 0.93 -0.56
H -4.71 -0.66 -4.00
H 5.17 -4.97 3.94

***

66
Properties=species:S:1:pos:R:3 method="wB97M-V/def2-TZVPD" homo_ev="-16.3 / -16.3" e_tot_ha=-2358.634138 lumo_ev="-11.949 / -11.983" charge=+3
Os -0.44 0.01 1.05
I 1.97 -0.24 4.11
I 3.75 -0.02 6.07
P -0.59 1.95 -0.21
P -0.62 -1.93 -0.12
N 1.30 0.07 0.39
C -1.76 -2.24 -1.51
C 3.22 1.55 0.96
C -1.96 -3.75 -1.74
C 1.13 2.43 0.08
C 1.65 3.72 0.09
C 1.66 -3.21 -1.23
C -1.10 -2.93 1.35
C 1.93 1.35 0.49
C 1.11 -2.13 -0.56
C 3.20 -0.91 -0.84
C 3.72 2.85 0.99
C 3.74 -2.00 -1.51
C -3.03 2.19 0.93
C -1.28 -1.87 2.44
C 2.99 -3.16 -1.68
C -3.08 -1.53 -1.23
C -1.10 2.06 -1.95
C 1.91 -0.99 -0.32
C -0.06 1.36 -2.83
C -0.98 2.68 2.34
C -1.33 3.53 -2.34
C 2.96 3.92 0.53
C -0.08 -4.00 1.74
C -1.65 2.85 0.97
H 0.00 -4.77 0.96
H -0.31 -1.39 2.73
H -2.05 1.51 -1.99
H -1.61 -2.29 3.40
H -2.52 -4.20 -0.93
H -3.60 -1.96 -0.37
H -0.44 1.30 -3.85
H 3.41 -4.01 -2.19
H -2.53 -3.88 -2.66
H -2.10 4.01 -1.74
H 0.15 0.34 -2.49
H -1.64 3.03 3.14
H -2.08 -1.12 2.23
H -1.64 3.56 -3.38
H -2.98 1.11 1.13
H 0.87 1.92 -2.85
H 3.79 -0.01 -0.75
H -1.02 -4.29 -1.87
H 3.37 4.92 0.53
H -3.68 2.62 1.69
H 3.81 0.73 1.34
H -1.72 3.91 0.72
H 0.91 -3.57 1.91
H -1.27 -1.80 -2.38
H -0.03 3.20 2.42
H 4.74 -1.95 -1.90
H 4.72 3.02 1.37
H -2.07 -3.40 1.15
H 1.08 -4.10 -1.42
H 1.06 4.56 -0.23
H -0.40 -4.50 2.65
H -0.40 4.10 -2.26
H -3.52 2.31 -0.04
H -3.74 -1.65 -2.09
H -0.77 1.62 2.63
H -2.95 -0.46 -1.06

***

64
Properties=species:S:1:pos:R:3 method="wB97M-V/def2-TZVPD" homo_ev="-5.2 / -7.8" s_squared=8.7590 e_tot_ha=-2485.977533 multiplicity=6 relative_energy_kj_mol=0.0 lumo_ev="0.681 / 0.660" charge=0
Mn -1.99 0.79 0.54
Si 3.21 -0.14 -0.33
N -3.71 2.19 -0.47
N -1.85 0.35 -1.65
C -3.75 -0.34 1.19
C -0.05 1.46 0.79
C 4.70 -0.34 4.09
C -3.92 1.73 -1.88
C 3.47 -1.79 -1.11
C -2.11 0.35 2.67
C 4.38 -3.27 -2.81
C 3.38 0.71 2.34
C 4.89 -1.11 1.79
C 3.88 -0.20 1.39
C 4.24 -1.99 -2.26
C -3.43 0.62 2.19
C -2.92 3.44 -0.37
C 3.77 0.62 3.68
C 5.28 -1.19 3.13
C 2.99 -4.18 -1.03
C -1.61 -0.80 1.96
C -1.28 -1.00 -1.87
C 2.86 -2.90 -0.49
C -1.03 1.35 -2.40
C -3.25 0.38 -2.16
C -5.03 2.40 0.14
C 3.75 -4.37 -2.20
C -2.64 -1.23 1.05
H 0.04 1.92 1.79
H 2.28 -2.76 0.43
H -1.61 0.90 3.46
H -3.25 0.21 -3.25
H -3.82 -0.42 -1.66
H 1.78 0.18 -0.49
H -0.31 -1.09 -1.35
H -1.95 -1.77 -1.48
H -1.89 3.23 -0.04
H -1.12 -1.18 -2.95
H -4.72 -0.48 0.72
H -4.11 1.37 2.60
H -3.57 2.50 -2.58
H 5.37 -1.76 1.05
H 3.86 1.00 -1.04
H -5.00 1.60 -2.03
H 2.68 1.48 2.02
H 0.61 0.58 0.80
H 4.97 -3.43 -3.71
H 0.28 2.17 0.01
H -2.63 -2.13 0.45
H -0.67 -1.30 2.12
H 3.84 -5.37 -2.63
H -1.07 1.12 -3.48
H -1.43 2.36 -2.24
H 4.99 -0.42 5.14
H -2.89 3.97 -1.33
H 0.01 1.31 -2.05
H -5.60 3.18 -0.39
H 2.50 -5.03 -0.55
H -4.90 2.70 1.19
H 3.33 1.31 4.41
H 4.74 -1.14 -2.73
H -5.62 1.47 0.11
H 6.03 -1.92 3.44
H -3.38 4.11 0.37